A structure of composition C19H23F6N4NiSb, computed with ωB97M-V/def2-TZVPD.

Summary:
Total charge = +1
Spin multiplicity = 4
Molar mass = 601.86 g mol⁻¹
Max |F| = 0.006 hartree/bohr
Energy relative to the best compared isomer or geometry (same formula, charge and spin) = 8.4 kcal per mole
HOMO-LUMO gap (spin up / spin down) = 0.341 / 0.253 Eh

Each line ends with the Löwdin spin population.
Element x y z (Å)
Ni 0.197 0.657 0.334  1.720
C -0.510 2.455 2.586  0.002
C -0.302 1.088 3.214  0.003
N -0.612 0.029 2.235  0.051
C -2.050 -0.235 2.070  0.004
C -2.648 0.492 0.882  0.004
C -4.009 0.644 0.676  0.002
C -4.432 1.293 -0.474  -0.003
C -3.503 1.768 -1.390  0.002
C -2.160 1.572 -1.120  0.003
C -1.042 1.971 -2.061  0.004
N 0.273 2.022 -1.398  0.051
C 0.654 3.351 -0.884  0.003
C -0.021 3.622 0.451  0.003
N 0.305 2.529 1.368  0.050
N -1.775 0.959 -0.005  0.055
H -0.264 3.243 3.302  0.001
H -1.555 2.596 2.297  0.000
H -0.912 0.985 4.116  0.001
H 0.742 0.967 3.502  0.000
H -0.126 -0.823 2.497  0.000
H -2.604 0.034 2.975  0.001
H -2.196 -1.306 1.919  0.000
H -4.721 0.267 1.399  0.001
H -5.490 1.431 -0.658  0.000
H -3.817 2.277 -2.292  0.000
H -1.282 2.925 -2.540  0.001
H -0.993 1.220 -2.852  0.000
H 0.977 1.703 -2.051  0.001
H 0.411 4.142 -1.600  0.001
H 1.737 3.347 -0.747  0.000
H -1.107 3.650 0.333  0.000
H 0.286 4.598 0.834  0.001
H 1.290 2.569 1.619  0.001
C 0.446 -1.029 -0.724  0.379
C 0.791 -2.045 -1.357  0.219
C 1.147 -3.218 -1.997  0.074
C 0.690 -3.498 -3.313  0.079
C 1.047 -4.673 -3.921  0.005
C 1.859 -5.588 -3.238  0.147
C 2.317 -5.332 -1.944  -0.001
C 1.972 -4.159 -1.319  0.091
H 0.063 -2.773 -3.813  0.002
H 0.707 -4.898 -4.922  -0.002
H 2.137 -6.513 -3.726  0.007
H 2.944 -6.054 -1.440  -0.002
H 2.317 -3.918 -0.326  0.002
F 2.231 0.630 0.950  0.031
Sb 3.329 -0.658 1.964  0.002
F 1.721 -1.660 2.175  0.000
F 2.820 0.339 3.483  0.001
F 3.625 -1.548 0.327  0.002
F 4.791 0.465 1.661  0.002
F 4.304 -1.913 2.941  0.000